Entry 1:
Molecular formula: C15H16AsBr2GdIN5O6P2S4
Method: DFT, the ωB97M-V functional and the def2-TZVPD basis

Summary:
⟨S²⟩ = 16.051
relative energy (zero: lowest compared OMol25 entry of this formula, charge and spin) = 0.246 eV
HOMO energy (alpha / beta) = -0.0681 / -0.0676 Eh
E_LUMO (alpha / beta) = 0.136 / 0.113 Ha
net charge = -2
frontier orbital gap (alpha / beta) = 5.543 / 4.921 eV
2S+1 = 8

Atoms and positions in Å:
Gd: 0.469 0.177 -1.110
N: -1.619 1.969 2.902
C: -0.299 2.011 2.131
C: 0.630 3.103 2.693
P: -0.848 2.485 0.430
O: -1.799 1.198 0.140
O: -1.712 3.687 0.620
O: 0.349 2.403 -0.469
P: 0.478 0.343 2.284
O: -0.842 -0.560 2.255
O: 1.092 0.234 3.629
O: 1.261 0.143 1.004
H: -2.199 2.740 2.564
H: -1.465 2.028 3.899
H: -2.079 1.076 2.687
H: 0.151 4.086 2.669
H: 1.526 3.155 2.073
H: 0.944 2.850 3.710
H: -2.474 1.455 -0.522
H: -0.965 -1.029 1.398
S: 0.621 -1.439 -6.973
As: 0.268 -0.233 -5.274
S: 1.430 -1.302 -3.281
S: 2.583 0.337 -2.702
S: -1.909 -0.598 -4.829
Br: 4.172 -5.633 -0.239
C: 3.941 -4.431 1.235
C: 4.572 -4.790 2.424
C: 4.439 -3.980 3.546
C: 3.678 -2.817 3.470
C: 3.059 -2.470 2.274
C: 3.181 -3.274 1.140
I: 2.246 -2.578 -0.689
H: 5.158 -5.704 2.465
H: 4.932 -4.260 4.475
H: 3.557 -2.170 4.337
H: 2.479 -1.555 2.226
Br: -5.043 1.253 -3.338
C: -3.188 1.628 -3.575
C: -2.748 2.815 -4.022
C: -1.330 3.069 -4.026
C: -0.555 2.206 -3.296
N: -1.004 1.073 -2.726
C: -2.222 0.541 -3.254
H: -3.451 3.586 -4.322
H: -0.910 3.976 -4.445
H: 0.468 2.457 -3.085
H: -2.643 -0.191 -2.581
N: -1.108 -1.570 -0.617
C: -2.205 -1.942 -0.452
N: -3.399 -2.390 -0.269
C: -4.384 -1.804 0.404
N: -5.283 -1.363 1.009


Entry 2:
Molecular formula: C32H32NO10
Method: DFT, the ωB97M-V functional and the def2-TZVPD basis

Summary:
HOMO energy = -0.1020 Eh
E_LUMO = -0.015 Ha
net charge = -1
frontier orbital gap = 2.362 eV
2S+1 = 1

Atoms and positions in Å:
C: -0.751 0.548 4.521
N: -1.163 1.325 3.396
C: -2.448 0.966 2.865
C: -3.443 2.155 2.848
C: -4.887 1.868 3.214
C: -5.057 1.661 4.729
C: -6.492 1.359 5.171
O: -6.723 -0.001 5.613
C: -6.361 -1.058 4.843
C: -6.864 -1.041 3.416
O: -5.809 -1.985 5.336
H: -0.218 -0.401 4.260
H: -1.593 0.228 5.185
H: -0.032 1.112 5.150
H: -2.363 0.650 1.803
H: -2.935 0.112 3.394
H: -3.441 2.655 1.862
H: -3.045 2.861 3.575
H: -5.280 0.997 2.663
H: -5.494 2.735 2.894
H: -4.369 0.885 5.099
H: -4.741 2.595 5.216
H: -7.213 1.614 4.375
H: -6.767 1.946 6.056
H: -6.169 -1.597 2.774
H: -7.013 -0.034 3.023
H: -7.836 -1.558 3.423
C: -2.791 1.365 -1.360
C: -2.171 1.700 -2.496
C: -1.461 0.693 -3.301
O: -0.888 0.981 -4.344
C: -1.457 -0.688 -2.794
C: -2.066 -1.021 -1.652
C: -2.797 -0.020 -0.859
O: -3.374 -0.316 0.176
H: -3.305 2.093 -0.744
H: -2.152 2.716 -2.869
H: -0.919 -1.413 -3.389
H: -2.053 -2.032 -1.265
C: 1.620 -1.810 -4.729
C: 2.729 -1.379 -5.323
C: 4.062 -1.893 -4.929
O: 5.076 -1.508 -5.478
C: 4.122 -2.896 -3.837
C: 3.016 -3.325 -3.238
C: 1.676 -2.826 -3.643
O: 0.671 -3.225 -3.096
H: 0.639 -1.429 -4.988
H: 2.718 -0.633 -6.107
H: 5.111 -3.246 -3.568
H: 3.027 -4.053 -2.436
C: 9.629 -4.171 -7.622
C: 10.059 -3.241 -8.469
C: 9.220 -2.063 -8.813
O: 9.617 -1.220 -9.589
C: 7.886 -1.963 -8.172
C: 7.452 -2.894 -7.326
C: 8.290 -4.070 -6.984
O: 7.902 -4.922 -6.213
H: 10.218 -5.039 -7.354
H: 11.028 -3.287 -8.950
H: 7.296 -1.093 -8.430
H: 6.489 -2.829 -6.837
C: -0.111 3.314 6.702
C: 1.203 3.375 6.505
C: 1.784 3.437 5.139
O: 2.998 3.514 4.989
C: 0.847 3.417 4.014
C: -0.481 3.349 4.200
C: -1.066 3.308 5.566
O: -2.269 3.242 5.788
H: -0.552 3.261 7.691
H: 1.916 3.381 7.322
H: 1.292 3.445 3.029
H: -1.175 3.317 3.383


Entry 3:
Molecular formula: C33H73N2O11
Method: DFT, the ωB97M-V functional and the def2-TZVPD basis

Summary:
⟨S²⟩ = 0.754
HOMO energy (alpha / beta) = -0.3155 / -0.3307 Eh
E_LUMO (alpha / beta) = 0.015 / 0.004 Ha
frontier orbital gap (alpha / beta) = 9.000 / 9.119 eV
2S+1 = 2

Atoms and positions in Å:
C: -3.696 1.593 2.751
C: -3.379 0.647 1.527
C: -4.424 -0.560 1.636
C: -1.947 0.005 1.741
C: -0.840 0.508 0.686
C: -1.017 -0.403 -0.591
C: 0.215 -0.451 -1.590
C: 0.883 0.914 -1.899
O: 1.742 1.410 -1.222
O: 0.462 1.579 -3.067
C: 0.532 0.278 1.429
C: 1.167 -1.050 1.419
C: 2.449 -1.188 2.110
C: 2.981 0.002 2.755
N: 2.409 1.228 2.823
C: 1.224 1.323 2.169
C: -1.156 2.050 0.447
C: -2.605 2.298 -0.142
C: -3.031 3.759 0.333
C: -2.452 2.431 -1.732
N: -3.596 1.252 0.193
O: -4.813 1.653 0.021
H: -4.474 2.365 2.495
H: -4.123 0.955 3.585
H: -2.785 2.128 3.115
H: -5.438 -0.135 1.848
H: -4.502 -1.071 0.636
H: -4.116 -1.269 2.446
H: -1.633 0.284 2.785
H: -2.058 -1.111 1.723
H: -1.146 -1.456 -0.210
H: -1.959 -0.178 -1.152
H: -0.194 -0.827 -2.574
H: 0.940 -1.231 -1.254
H: 0.503 2.519 -2.791
H: 0.737 -1.932 0.900
H: 3.038 -2.128 2.144
H: 3.978 -0.109 3.253
H: 0.719 2.321 2.202
H: -1.151 2.517 1.476
H: -0.347 2.585 -0.116
H: -4.008 4.060 -0.115
H: -2.974 3.877 1.440
H: -2.260 4.441 -0.123
H: -1.484 2.899 -2.017
H: -2.693 1.487 -2.274
H: -3.250 3.169 -2.037
C: -3.451 8.674 -1.204
C: -3.539 7.862 0.074
O: -2.515 6.873 0.109
H: -3.545 8.023 -2.077
H: -4.238 9.430 -1.243
H: -2.481 9.172 -1.280
H: -4.500 7.350 0.136
H: -3.436 8.508 0.952
H: -1.667 7.330 0.064
C: -5.702 0.484 7.335
C: -5.657 -0.636 6.314
O: -4.417 -0.614 5.611
H: -5.578 1.453 6.846
H: -6.650 0.482 7.877
H: -4.886 0.383 8.055
H: -6.460 -0.520 5.584
H: -5.769 -1.610 6.799
H: -3.713 -0.726 6.260
C: 3.376 -3.728 -1.911
C: 3.766 -3.086 -0.594
O: 4.028 -4.088 0.388
H: 2.489 -4.354 -1.784
H: 3.166 -2.969 -2.668
H: 4.175 -4.378 -2.276
H: 2.958 -2.457 -0.221
H: 4.660 -2.466 -0.712
H: 4.749 -4.637 0.054
C: -6.943 -5.105 7.618
C: -5.759 -4.693 8.471
O: -5.729 -3.278 8.633
H: -6.891 -4.628 6.637
H: -6.970 -6.188 7.482
H: -7.881 -4.785 8.079
H: -4.824 -4.994 7.997
H: -5.811 -5.160 9.460
H: -6.553 -3.016 9.061
C: 2.788 -7.183 -5.713
C: 3.179 -6.544 -4.395
O: 3.441 -7.544 -3.416
H: 1.901 -7.807 -5.587
H: 2.579 -6.423 -6.469
H: 3.587 -7.832 -6.080
H: 2.371 -5.913 -4.022
H: 4.075 -5.924 -4.511
H: 4.162 -8.093 -3.746
C: 6.713 -2.908 3.344
C: 7.371 -3.238 2.018
O: 6.830 -4.440 1.480
H: 6.859 -3.722 4.056
H: 7.127 -1.990 3.768
H: 5.634 -2.782 3.219
H: 8.443 -3.385 2.149
H: 7.218 -2.429 1.296
H: 5.882 -4.301 1.357
C: 3.392 3.721 -5.021
C: 2.146 3.301 -5.777
O: 2.005 1.887 -5.742
H: 4.277 3.254 -5.456
H: 3.517 4.806 -5.045
H: 3.340 3.396 -3.978
H: 2.211 3.608 -6.822
H: 1.251 3.757 -5.339
H: 1.938 1.625 -4.814
C: 4.966 1.842 -8.023
C: 5.109 2.971 -9.024
O: 6.484 3.246 -9.276
H: 5.461 2.097 -7.084
H: 3.913 1.631 -7.821
H: 5.442 0.931 -8.396
H: 4.652 3.884 -8.640
H: 4.623 2.715 -9.972
H: 6.883 2.440 -9.625


Entry 4:
Molecular formula: O20Pb2S5Zn2
Method: DFT, the ωB97M-V functional and the def2-TZVPD basis

Summary:
relative energy (zero: lowest compared OMol25 entry of this formula, charge and spin) = 8.153 eV
HOMO energy = -0.0906 Eh
E_LUMO = -0.006 Ha
net charge = -2
frontier orbital gap = 2.295 eV
2S+1 = 1

Atoms and positions in Å:
Pb: -3.680 -0.640 -0.920
Pb: -2.781 0.082 3.415
Zn: 1.112 -2.261 2.806
Zn: 1.813 0.464 -0.993
S: 1.328 -1.182 -2.947
O: 1.995 -2.025 -3.837
O: 1.243 -1.494 -1.534
O: 2.052 0.079 -2.848
O: 0.087 -1.013 -3.582
S: -0.404 -0.058 0.887
O: 0.399 -1.227 1.220
O: -0.838 0.304 2.181
O: 0.388 0.823 0.097
O: -1.641 -0.417 0.208
S: -2.154 1.852 -2.596
O: -2.161 2.585 -3.817
O: -2.125 0.376 -2.715
O: -1.077 2.447 -1.877
O: -3.476 2.175 -2.110
S: 3.312 -4.115 1.034
O: 3.438 -3.573 -0.277
O: 2.174 -3.483 1.751
O: 3.068 -5.493 1.024
O: 4.547 -3.836 1.832
S: -1.301 3.882 2.789
O: -2.405 4.457 2.011
O: -1.907 2.677 3.280
O: -0.153 3.795 1.879
O: -0.855 4.820 3.641